No. 1
Molecular formula: C20H43AlF3I2N2O2
Method: DFT, ωB97M-V with the def2-TZVPD basis set

Element x y z (Å)
H (1.189, -4.194, 0.255)
H (3.513, 4.357, 1.163)
H (-0.791, 2.408, -1.710)
H (3.564, 0.351, 2.776)
C (3.863, -5.144, -0.008)
Al (-4.763, 3.149, -3.273)
H (-2.391, 5.516, -0.115)
H (1.678, 2.873, 1.067)
H (3.314, -0.872, 1.581)
H (-7.996, 1.418, -2.883)
H (2.067, -2.865, 2.097)
H (3.105, -1.246, -0.651)
C (2.516, 0.848, -0.436)
O (-2.804, 1.485, -2.028)
C (-2.848, 2.297, -3.258)
H (-3.955, 4.414, 0.304)
F (-7.682, 1.332, 0.318)
C (-8.370, 2.113, -0.737)
H (4.273, -7.615, 3.685)
I (-4.211, 7.921, -1.079)
H (5.141, -4.603, 1.618)
H (4.764, -5.126, -0.633)
H (5.550, 1.181, 1.683)
H (5.636, -0.572, 1.593)
H (4.003, 3.191, -0.063)
H (5.098, -6.737, 2.398)
C (-3.252, 4.821, -0.545)
H (-5.384, 2.987, -4.727)
H (-5.512, 2.043, -0.886)
H (4.154, -3.302, 1.053)
C (3.104, -5.986, 2.885)
H (-5.733, 0.836, -2.327)
H (-0.078, -4.057, 1.463)
H (3.613, -6.192, 0.168)
H (1.668, 1.447, -0.797)
H (-0.969, 0.531, -1.313)
C (1.908, -3.933, 2.295)
F (-8.673, 3.474, -0.186)
H (3.404, 1.223, -0.953)
H (2.520, 2.469, 2.532)
C (3.616, 0.175, 1.694)
H (-1.763, 1.829, -0.196)
C (-7.529, 2.230, -2.146)
C (-4.128, 5.753, -1.572)
H (0.820, -5.566, 1.321)
C (4.440, -6.617, 3.266)
C (0.915, -4.478, 1.273)
H (2.115, -0.619, -1.968)
C (3.769, 3.304, 0.998)
H (-2.730, 4.007, -1.162)
O (-7.860, 3.566, -2.723)
H (2.607, -6.631, 2.154)
C (-5.913, 1.965, -1.986)
H (-2.081, 3.190, -3.283)
C (-4.781, 5.139, -2.760)
I (-5.910, 6.487, -4.123)
H (1.427, -3.963, 3.282)
N (2.624, 1.015, 1.016)
H (-2.822, 1.605, -4.199)
H (1.361, -0.997, -0.412)
C (4.122, -4.374, 1.283)
H (3.064, -4.686, -0.596)
H (-8.873, 3.522, -2.851)
C (-1.507, 1.558, -1.334)
C (2.606, 2.420, 1.439)
F (-9.648, 1.382, -1.060)
H (4.961, -6.019, 4.019)
H (5.175, 0.346, 0.162)
N (3.208, -4.605, 2.405)
C (2.260, -0.588, -0.883)
H (4.671, 3.103, 1.581)
H (2.480, -5.999, 3.789)
C (5.070, 0.301, 1.247)

## Properties
**LUMO level**: 2.102 eV
**Charge**: -1
**Gap between HOMO and LUMO**: 0.2602 Ha


No. 2
Molecular formula: C20H43BrIN2O13P4S2
Method: DFT, ωB97M-V with the def2-TZVPD basis set

Element x y z (Å)
H (-1.446, -3.588, 0.724)
H (-1.348, -1.688, 3.424)
O (4.794, 2.966, 0.450)
H (0.699, 3.692, -2.822)
C (-2.899, -0.593, -0.524)
H (-6.748, 0.855, -2.841)
H (2.111, -5.206, 0.199)
O (4.873, 3.699, 4.354)
P (-2.386, 2.129, 1.996)
H (1.105, -2.238, -0.141)
H (-2.922, -1.516, -1.119)
C (3.567, 0.898, 0.568)
H (0.028, 1.752, 2.266)
H (-3.049, 1.767, 4.006)
I (-5.162, -2.130, -2.832)
P (0.091, 2.242, -1.061)
O (3.892, -3.473, -0.185)
H (-0.416, 0.145, 2.657)
C (0.480, -3.126, 0.031)
C (1.154, 0.276, 1.201)
H (-7.040, -0.425, -1.630)
N (0.636, -4.192, -0.937)
Br (0.056, 0.509, -4.177)
C (6.165, 2.796, 0.161)
O (-1.538, -1.900, -3.055)
O (4.433, 5.385, 3.139)
H (1.974, -5.730, -1.469)
C (4.058, 4.233, 3.534)
H (-2.555, 3.946, -0.499)
H (-4.569, 0.832, -0.154)
C (-2.169, -0.613, 0.833)
H (3.274, -5.030, -3.105)
S (-4.833, -0.540, 2.753)
H (2.729, 0.804, 2.521)
C (-4.950, -0.123, -2.011)
C (-4.369, -0.150, -0.590)
H (6.718, 2.858, 1.106)
O (3.001, 3.685, 3.155)
H (4.367, -3.628, -2.966)
C (-0.299, 3.450, -2.410)
H (2.637, -2.976, -1.693)
H (3.386, -0.018, -0.017)
H (4.454, 0.666, 1.175)
C (-1.474, 0.824, 0.924)
O (-1.772, 3.459, 1.899)
H (1.379, -0.692, 1.676)
H (1.131, 0.029, 0.132)
H (-2.494, 0.706, -2.109)
O (-3.980, 2.276, 1.729)
H (3.030, 2.658, -0.525)
H (0.718, 4.118, -0.211)
H (-6.440, 1.135, -1.063)
H (6.515, 3.629, -0.468)
H (0.792, -3.516, 1.012)
S (-2.873, 2.738, -1.016)
C (-0.179, 0.780, 1.798)
H (-4.951, -0.900, -0.041)
C (-1.842, 0.243, -1.336)
O (-2.192, -1.255, 3.645)
O (0.599, 3.224, 0.137)
C (3.954, 2.109, -0.309)
H (4.450, 1.749, -1.221)
C (3.941, -4.484, -2.432)
H (-2.644, -3.343, 2.421)
H (-1.416, -2.788, -0.828)
O (-2.211, 1.644, 3.544)
O (-3.407, -2.872, 2.054)
H (-0.706, 4.399, -2.042)
H (4.747, -5.104, -2.031)
P (-3.116, -1.275, 2.308)
C (3.086, -3.888, -1.279)
N (-1.404, 1.340, -0.468)
C (-1.012, -2.731, 0.190)
H (-4.428, 2.580, 2.529)
C (2.389, 1.156, 1.538)
H (-0.870, 3.015, -3.226)
H (0.480, -3.863, -1.883)
H (2.141, 2.207, 1.677)
H (-4.407, 0.531, -2.697)
O (-1.021, -1.494, 0.862)
P (-0.583, -0.700, -2.381)
C (-6.408, 0.428, -1.897)
C (1.932, -4.844, -0.821)
H (6.398, 1.837, -0.320)
H (4.042, -4.211, 0.411)
H (-1.880, -1.560, -3.896)

## Properties
**LUMO level**: -0.560 eV
**Charge**: -1
**Gap between HOMO and LUMO**: 0.0644 Ha
**Energy above the lowest of the compared OMol25 structures with the same formula, charge and spin**: 0.0 kJ/mol


No. 3
Molecular formula: C20H43CuGeN2OS3
Method: DFT, ωB97M-V with the def2-TZVPD basis set

Element x y z (Å)
C (2.216, 2.573, -3.225)
H (-2.267, 3.129, 4.126)
H (3.749, 1.501, 4.276)
H (-3.009, 2.505, -3.672)
H (1.802, -1.571, -2.587)
C (0.071, -5.332, -0.809)
C (-0.670, 0.531, -5.203)
N (0.698, -3.246, -1.921)
H (-3.755, 0.340, 4.101)
C (-1.205, -4.647, -0.380)
H (3.378, -0.550, 3.002)
H (1.163, 1.088, -6.146)
H (-1.861, -2.679, 1.481)
C (1.114, 3.473, -2.675)
H (-0.917, 0.734, 0.908)
H (-3.343, 1.157, 5.610)
C (-1.892, 2.337, 3.476)
H (-1.734, 4.087, -2.174)
C (-0.113, -2.554, -1.121)
H (2.103, 1.227, 6.090)
H (0.998, 0.354, 5.040)
H (1.460, -0.680, 1.325)
H (-1.345, 0.846, -6.000)
C (-1.621, 3.005, -2.119)
C (1.408, -0.173, 2.289)
C (0.527, -4.702, -2.107)
H (-2.025, -4.908, -1.052)
H (-0.664, 3.534, 2.090)
C (-1.940, 2.404, -3.486)
H (-2.304, 2.641, -1.351)
H (3.280, 0.855, 1.964)
H (1.583, 4.312, -2.162)
S (1.712, 0.951, -3.839)
H (-1.415, 2.916, -4.289)
H (-2.800, -0.496, 5.334)
Cu (0.156, 0.237, -2.150)
C (1.820, -2.653, -2.642)
N (-1.032, -3.181, -0.385)
H (2.232, 2.175, 3.759)
Ge (0.025, 1.138, 2.053)
H (2.733, 3.073, -4.045)
H (0.948, -0.868, 3.005)
H (-0.482, -0.535, -5.336)
H (0.844, -5.222, -0.047)
C (-1.700, 1.030, 4.239)
H (0.180, 3.095, 3.589)
C (-2.972, 0.465, 4.852)
O (-0.012, -1.262, -1.002)
C (-0.559, 2.769, 2.860)
H (2.963, 2.345, -2.465)
H (-2.644, 2.185, 2.696)
H (1.784, -2.956, -3.688)
H (-0.934, 1.162, 5.005)
C (-2.013, -2.453, 0.425)
H (-1.501, -4.940, 0.626)
H (0.486, 3.883, -3.464)
C (2.728, 1.230, 4.012)
H (2.767, -2.991, -2.221)
H (0.438, 2.412, -5.246)
S (-1.592, 0.628, -3.641)
H (1.483, -5.106, -2.432)
H (-1.283, 0.265, 3.512)
C (2.052, 0.577, 5.216)
H (-3.019, -2.774, 0.152)
C (2.775, 0.332, 2.778)
H (2.546, -0.362, 5.478)
S (0.029, 2.669, -1.456)
H (-1.926, -1.388, 0.264)
C (0.614, 1.338, -5.239)
H (-0.201, -4.883, -2.899)
H (-0.113, -6.393, -0.953)

## Properties
**LUMO level (spin up / spin down)**: -9.037 / -11.694 eV
**Charge**: +3
**Gap between HOMO and LUMO (spin up / spin down)**: 0.2976 / 0.1980 Ha
**Multiplicity**: 2


> What is the charge in the third record?

+3